Entry 1:
Here is a structure of composition C24H20BrN8O2PdS2Se in a non-equilibrium geometry from OMol25. Energies are from ωB97M-V with the def2-TZVPD basis set.

```
59
Properties=species:S:1:pos:R:3:forces:R:3
Pd 1.32833 0.90488 -0.62144 1.100 0.580 -2.700
O 0.67388 -0.05591 2.00307 -0.331 -0.119 0.068
N -0.05368 -0.60041 2.63080 -0.069 0.039 0.139
N -1.46679 -1.20387 1.42789 -0.032 -0.039 0.589
O -1.30541 -0.89630 0.28934 0.032 -0.140 0.330
C -2.51027 -1.91870 1.94677 -0.178 -0.075 -0.256
C -3.50058 -2.44561 1.08076 0.015 0.037 0.003
C -4.53801 -3.15441 1.62440 0.005 -0.007 0.048
C -4.59796 -3.33755 3.01426 -0.009 -0.010 -0.003
C -3.62589 -2.81515 3.86810 -0.012 -0.004 0.005
C -2.57049 -2.10541 3.34623 0.040 -0.022 -0.006
H -3.41902 -2.28701 0.01393 0.004 0.003 0.002
H -5.30755 -3.57485 0.99203 0.003 0.001 0.000
H -5.41987 -3.90290 3.43610 -0.003 0.008 -0.007
H -3.70075 -2.96995 4.93522 -0.007 -0.009 -0.005
H -1.81443 -1.70210 4.00387 0.022 0.014 -0.036
C 4.21406 -1.61308 -1.25467 -0.042 0.066 0.007
C 4.31376 -0.23922 -0.66426 -0.198 0.012 -0.287
N 3.38825 0.71385 -0.58081 0.234 -0.044 0.763
C 3.93821 1.89397 -0.08531 -0.262 0.093 -0.053
C 5.24752 1.82471 0.23126 0.140 -0.120 0.003
S 5.83643 0.26905 -0.13339 0.146 0.160 0.079
C 3.07644 3.07043 -0.08565 -0.022 -0.279 -0.043
C 3.39110 4.33049 0.27513 -0.117 0.204 0.023
S 2.09041 5.36840 -0.10076 0.244 0.083 0.068
C 1.17207 4.07969 -0.69762 -0.084 -0.203 -0.321
N 1.80064 2.91256 -0.62418 0.066 0.275 0.753
C -0.14783 4.39796 -1.33126 0.063 -0.063 0.035
H 3.55356 -1.62207 -2.11843 -0.010 0.010 0.007
H 3.87470 -2.35006 -0.52851 0.010 0.003 0.014
H 5.20229 -1.92870 -1.58445 -0.002 0.002 -0.023
H 5.88663 2.60149 0.61756 0.017 -0.001 -0.017
H 4.30692 4.69855 0.70738 0.008 0.013 -0.019
H -0.08431 5.37038 -1.81690 -0.008 0.010 0.005
H -0.94392 4.46198 -0.58883 -0.003 -0.019 0.001
H -0.40608 3.66611 -2.08922 0.012 0.004 -0.016
Se -2.04874 2.88455 2.21590 -0.032 0.023 0.000
N -3.34563 2.57848 1.06741 0.094 -0.003 0.029
C -2.78787 2.07573 -0.01895 -0.072 0.034 -0.059
C -3.50082 1.66583 -1.18307 0.022 -0.005 -0.011
C -2.77221 1.12802 -2.19368 -0.011 0.070 -0.009
C -1.36131 1.00835 -2.07296 0.233 0.379 -0.308
N -0.64551 1.41114 -1.05123 -0.562 -0.831 0.971
C -1.35769 1.91886 0.02591 0.014 -0.041 -0.064
N -0.76775 2.26571 1.14817 -0.005 -0.004 0.019
H -4.57543 1.78715 -1.23105 0.004 0.010 -0.006
H -3.23245 0.80000 -3.11508 -0.006 -0.002 0.008
H -0.81584 0.61755 -2.92092 0.005 -0.026 0.019
Br 1.54389 -4.49219 1.31165 -0.013 -0.010 0.033
C 1.13532 -3.35890 -0.12197 0.020 -0.009 -0.033
C 0.52825 -3.82711 -1.27972 0.008 -0.001 -0.024
C 0.28123 -2.91926 -2.29625 0.023 -0.028 -0.007
C 0.62057 -1.59034 -2.11844 0.271 0.042 -0.090
N 1.20775 -1.13922 -1.00261 -0.905 -0.115 0.424
C 1.46107 -2.02019 -0.02701 0.081 0.065 0.001
H 0.27579 -4.87403 -1.38754 -0.005 0.004 0.000
H -0.16787 -3.23609 -3.22747 0.014 -0.003 -0.002
H 0.46833 -0.87320 -2.90956 0.006 -0.009 -0.020
H 1.97457 -1.65205 0.85011 0.041 -0.006 -0.021
```
Forces are in eV/Å.

Computed properties:
Energy relative to the best compared isomer or geometry (same formula, charge and spin): 0.564 eV
Charge: +3
LUMO energy: -10.77 eV
Gap between HOMO and LUMO: 5.7 eV
Highest occupied orbital energy: -16.44 eV

Entry 2:
Here is an isolated molecule of C20H21N3O4S in a non-equilibrium geometry from OMol25. Energies are from ωB97M-V with the def2-TZVPD basis set.

```
49
Properties=species:S:1:pos:R:3:forces:R:3
C 3.46023 -0.72105 -2.81944 -0.191 0.150 0.106
H 4.36094 -1.03990 -2.30244 0.126 -0.023 0.046
H 3.66798 0.19528 -3.36652 0.079 0.096 -0.101
H 3.16426 -1.49809 -3.51766 0.059 -0.020 -0.086
C 2.33048 -0.49394 -1.82225 0.270 0.185 -0.569
N 2.03243 -1.71240 -1.09626 -0.606 -0.840 -0.519
S 0.84662 -2.66409 -1.76491 0.036 0.198 0.261
O 0.76890 -3.87007 -0.99751 -0.122 0.145 0.233
O 1.08712 -2.74490 -3.17349 -0.079 0.366 -0.080
C -0.64028 -1.69850 -1.49448 0.583 -0.369 -0.206
C -1.22730 -1.70542 -0.24338 -0.041 -0.015 0.109
C -2.26733 -0.83878 0.03285 -0.063 -0.077 -0.199
C -2.69874 0.06051 -0.94196 0.389 -0.486 -0.123
C -2.14917 0.00448 -2.22301 -0.083 -0.008 0.226
C -1.11581 -0.87188 -2.49538 -0.034 -0.062 -0.129
H -0.67166 -0.93314 -3.47646 0.017 0.061 -0.133
H -2.52073 0.66392 -2.99361 -0.011 0.104 -0.072
N -3.67119 1.02531 -0.66481 -0.381 0.079 -0.408
C -3.78920 1.82216 0.44187 -0.074 -0.067 -0.090
O -4.66205 2.65520 0.51419 -0.068 0.135 0.167
C -2.78264 1.59661 1.53084 -0.177 0.130 0.737
C -3.22379 1.23108 2.75470 -0.152 0.142 -0.537
C -2.31694 0.93446 3.85230 0.353 -0.028 0.030
O -2.64394 0.58515 4.96703 -0.205 -0.045 0.170
N -0.97815 1.04765 3.51991 0.110 -0.147 0.374
C -0.48374 1.47351 2.32061 -0.035 0.236 -0.702
C 0.89389 1.60251 2.12120 -0.007 0.022 0.014
C 1.37622 2.05963 0.91639 -0.099 -0.010 0.113
C 0.49815 2.40851 -0.10759 -0.017 0.051 -0.143
C -0.85903 2.27854 0.07249 0.112 0.017 0.176
C -1.37725 1.78794 1.27684 0.429 0.042 0.239
H -1.53575 2.57612 -0.71307 -0.072 -0.008 -0.108
H 0.88497 2.78869 -1.04014 0.024 0.043 -0.100
H 2.44084 2.16669 0.77230 0.110 -0.003 0.004
H 1.56988 1.35099 2.92534 0.087 -0.028 0.094
H -0.32316 0.83239 4.26301 -0.200 0.017 -0.059
H -4.27722 1.11432 2.95776 -0.079 -0.009 0.021
H -4.27903 1.29270 -1.43088 0.042 0.044 0.196
H -2.74689 -0.85932 0.99781 -0.026 -0.037 0.054
H -0.87658 -2.40700 0.49592 -0.009 -0.071 0.170
C 2.12463 -1.70063 0.34390 0.019 -0.101 0.624
C 3.57165 -1.61257 0.81787 -0.322 -0.025 -0.155
H 4.02571 -0.67176 0.51727 0.117 0.121 -0.007
H 4.14680 -2.42890 0.39128 0.103 -0.084 -0.024
H 3.60687 -1.68519 1.90169 0.042 0.038 0.118
H 1.69435 -2.64739 0.67201 0.041 0.142 0.210
H 1.53487 -0.87140 0.76728 0.028 -0.129 -0.046
H 2.59826 0.28493 -1.10428 -0.117 -0.074 0.016
H 1.43156 -0.16296 -2.35510 0.097 0.201 0.087
```
Forces are in eV/Å.

Computed properties:
Energy relative to the best compared isomer or geometry (same formula, charge and spin): 1.362 eV
SMILES: CCN(CC)S(=O)(=O)c1ccc(NC(=O)c2cc(=O)[nH]c3ccccc23)cc1
LUMO energy: -0.52 eV
Gap between HOMO and LUMO: 8.4 eV
Highest occupied orbital energy: -8.96 eV

Entry 3:
Here is a structure of composition C10H5CrN3S7 in a non-equilibrium geometry from OMol25. Energies are from ωB97M-V with the def2-TZVPD basis set.

```
26
Properties=species:S:1:pos:R:3:forces:R:3
Cr -1.09578 -0.49575 -0.01588 1.289 -0.108 -0.160
S 3.50697 -4.23468 4.13172 0.913 -0.832 0.780
C 2.54244 -3.35701 3.14679 -0.256 0.386 -0.098
S 2.06200 -3.86928 1.57595 0.130 0.228 0.642
C 1.06205 -2.49820 1.23826 -0.194 -0.042 -0.881
C 0.99923 -1.55313 2.18751 -0.576 0.947 0.054
S 0.08002 -0.08017 2.12836 0.179 0.361 0.329
S 1.90340 -1.82449 3.62952 0.303 -0.836 -0.302
S 0.27775 -2.44554 -0.31934 0.139 -0.403 -0.182
S -3.14602 -1.39661 0.57637 -1.041 0.305 -0.168
C -3.79008 0.06646 -0.10725 1.749 -0.098 -0.060
S -2.54299 1.10260 -0.78068 -1.138 0.393 -0.221
C -5.10796 0.45372 -0.12347 -0.471 -0.365 0.059
C -5.51195 1.55189 -0.90072 0.134 0.158 0.443
N -5.76478 2.49249 -1.51095 -0.429 0.510 -0.510
C -6.04582 -0.29988 0.60793 -0.254 -0.294 0.052
N -6.74497 -0.96568 1.23939 -0.319 0.015 0.071
C 4.09392 1.73509 -1.85505 -0.556 -0.613 -0.911
C 2.69675 2.40954 -2.02567 -1.051 -1.237 -0.115
C 1.49653 1.60130 -1.51902 2.914 1.695 -0.824
N 0.59435 1.01220 -1.16998 -1.347 -1.147 0.604
H 4.86026 2.41170 -2.27387 -0.280 -0.271 0.417
H 4.17914 0.75963 -2.40609 -0.339 0.955 0.318
H 4.28935 1.47313 -0.82066 0.083 0.329 0.176
H 2.43922 2.56547 -3.09005 0.419 0.032 0.387
H 2.66695 3.38520 -1.54312 -0.002 -0.067 0.103
```
Forces are in eV/Å.

Computed properties:
Charge: -2
LUMO energy (alpha / beta): 4.01 / 4.01 eV
Gap between HOMO and LUMO (alpha / beta): 4.8 / 5.2 eV
Highest occupied orbital energy (alpha / beta): -0.81 / -1.16 eV
Multiplicity: 5

Entry 4:
Here is an isolated molecule of C4H8ClNO in a non-equilibrium geometry from OMol25. Energies are from ωB97M-V with the def2-TZVPD basis set.

```
15
Properties=species:S:1:pos:R:3:forces:R:3
C -0.14929 -1.17138 1.22015 1.426 -1.645 -2.374
C -1.39194 0.57988 -0.24012 -1.134 1.167 -1.918
C 2.43512 0.76366 0.70338 -3.225 -2.656 1.000
C -0.18889 0.02611 0.34774 1.902 1.026 1.378
N 0.83800 0.85527 0.33805 1.436 -1.154 -0.037
O 0.71720 1.94119 -0.25407 -0.377 2.335 -0.870
Cl 3.20158 -0.24465 -0.44870 0.677 -0.819 -1.056
H 0.92306 -1.24772 1.48774 -0.706 -0.663 0.208
H -0.72740 -0.97353 2.05874 -1.083 0.092 1.807
H -0.53381 -2.15288 0.72337 0.796 1.746 0.760
H -1.84982 1.54956 0.26058 0.717 -2.303 -0.405
H -2.00486 -0.35877 -0.33481 -0.495 1.570 -0.119
H -1.11537 1.07141 -1.26850 -0.516 -1.293 1.548
H 2.58945 0.22779 1.68317 -0.102 1.562 -0.704
H 2.60643 1.77150 0.43771 0.682 1.036 0.782
```
Forces are in eV/Å.

Computed properties:
Energy relative to the best compared isomer or geometry (same formula, charge and spin): 3.631 eV
SMILES: CC(C)=[N+]([O-])CCl
LUMO energy: 0.81 eV
Gap between HOMO and LUMO: 9.0 eV
Highest occupied orbital energy: -8.22 eV